Molecular formula: C19H24F14O10S
Method: DFT, the ωB97M-V functional and the def2-TZVPD basis

Geometry as XYZ:
```
68
Properties=species:S:1:pos:R:3:lowdin_charge:R:1
S -0.2693 0.9271 2.2147 0.78
F -4.3252 -0.9135 -3.0339 0.05
F -5.6748 -1.8831 -0.3628 0.10
F 4.9559 6.7557 6.5665 0.16
F -5.1230 -0.6079 1.7180 0.03
F 6.2171 6.3003 4.8793 0.16
F -5.4172 1.4257 0.7042 0.06
F 4.0889 -2.4094 -1.0306 0.15
F -6.7192 -0.6400 -2.7525 0.08
F -6.7217 1.3816 -1.8013 0.09
F 3.2794 -2.2747 -3.0268 0.15
F 4.1461 6.8262 4.5732 0.16
F -7.7140 -0.9604 -0.3356 0.07
F -3.6736 -0.0242 -1.0793 0.07
F 5.3393 -2.8396 -2.7304 0.16
O -1.1155 -0.2722 2.4767 -0.26
O 3.4535 -4.9442 -3.4105 0.03
O -3.3338 2.4401 -2.2763 -0.14
O -0.9286 2.0707 1.2030 -0.20
O 3.6367 -5.1292 -1.1746 0.17
O 4.3621 4.1552 4.2571 0.02
O -0.1426 -1.0913 -1.3702 -0.22
O 4.5483 4.0312 6.4970 0.17
O 1.1262 0.6639 1.3345 -0.19
O 0.1544 1.4505 3.5579 -0.30
C 1.0424 -0.5543 -0.7602 -0.13
C -1.1527 2.5824 -1.1223 -0.05
C -0.5053 -2.3943 -0.8637 -0.08
C -6.0773 0.1309 -1.7508 -0.23
C 1.6499 -6.5500 -3.1136 -0.06
C 4.5985 4.6623 5.4778 -0.38
C -0.7790 1.4055 -0.1245 -0.24
C 0.7188 0.8636 -0.0670 -0.20
C 3.6974 -4.4726 -2.1767 -0.38
C 4.9764 6.1367 5.3771 -0.52
C -6.3325 -0.6461 -0.3850 -0.26
C 2.5827 2.5268 4.5932 -0.07
C -6.0036 0.1820 0.9349 -0.18
C -1.9199 2.1034 -2.4333 -0.17
C -4.1305 1.4940 -3.0142 -0.08
C 4.0978 -3.0021 -2.2384 -0.52
C -4.5379 0.2042 -2.1801 -0.26
C 4.0314 2.7563 4.2107 -0.19
C 3.1020 -6.3350 -3.4918 -0.20
H 1.3669 -7.5953 -3.2479 0.08
H -1.8159 0.9682 -2.5164 0.12
H 1.9215 3.1268 3.9670 0.08
H 4.7136 2.1794 4.8403 0.13
H -0.2080 3.1390 -1.3989 0.13
H 4.1924 2.4316 3.1808 0.12
H -0.4535 -3.1443 -1.7168 0.09
H -1.6139 -2.3325 -0.5740 0.10
H 3.2576 -6.6361 -4.5293 0.13
H 1.3410 1.7103 -0.4880 0.16
H 3.7746 -6.9381 -2.8772 0.13
H -3.4803 1.1218 -3.8776 0.15
H 2.3170 1.4760 4.4850 0.07
H -5.0165 2.0094 -3.5071 0.15
H -1.8635 3.2793 -0.5683 0.14
H 0.9977 -5.9227 -3.7255 0.08
H 1.7591 -0.3025 -1.6217 0.13
H 1.6077 -1.2655 -0.0898 0.13
H -1.4833 2.5250 -3.3978 0.14
H 2.3957 2.8233 5.6278 0.08
H -6.9443 0.2797 1.5727 0.19
H 1.4681 -6.2765 -2.0720 0.08
H 0.0418 -2.7161 0.0705 0.10
H -1.4832 0.5272 -0.0051 0.14
```

For the HOMO energy, the calculation gives -10.3 eV. The calculation puts the orbital gap at 10.67 eV. As for the net charge: 0. The spin multiplicity is 1.